# CH2IOP

A single CH2IOP molecule in a non-equilibrium geometry (ωB97M-V/def2-TZVPD, the Open Molecules 2025 dataset).

XYZ file:
```
6
Properties=species:S:1:pos:R:3:forces:R:3:lowdin_charge:R:1
I -0.663584 -1.530686 -0.185802 -0.4 0.8 1.2 0.727
P 1.743331 -0.298357 -0.669793 -1.1 0.1 1.2 0.602
O 1.601807 -0.112838 -2.103140 0.3 0.5 -0.8 -0.631
C -0.738630 0.379368 0.804557 0.8 0.1 -1.4 -0.597
H -1.352198 1.142381 0.265706 0.6 -1.0 0.5 -0.042
H -0.590726 0.420132 1.888472 -0.2 -0.4 -0.6 -0.059
```
Forces are in eV/Å.

Computed properties:
Total charge: 0
HOMO-LUMO gap (alpha / beta) in eV: 6.58 / 7.89
Energy above the lowest of the compared OMol25 structures with the same formula, charge and spin in kcal/mol: 57.9
Largest force on an atom in hartree/bohr: 0.032
Total energy in eV: -20503.2467



# C26H35FLuN4O3Si

A molecular structure, C26H35FLuN4O3Si in a non-equilibrium geometry (ωB97M-V/def2-TZVPD, the Open Molecules 2025 dataset).

XYZ file:
```
71
Properties=species:S:1:pos:R:3:forces:R:3:lowdin_charge:R:1
Lu -3.537152 -0.097049 -0.584865 -1.6 -1.3 -0.2 1.662
Si -3.243387 -2.867950 -0.379962 0.0 -0.5 0.0 0.368
F 3.555405 -2.185324 0.077131 -0.1 -0.1 -0.1 0.075
O -2.939671 1.630243 0.595583 0.3 0.5 0.2 -0.070
O -2.766576 1.715648 -1.603798 0.3 0.5 -0.1 -0.060
O -1.080821 -0.324564 -0.499535 0.0 -0.3 0.1 -0.071
N 1.363080 2.868708 0.093157 0.2 0.0 0.0 0.008
N 8.036123 -0.549114 0.421960 -0.2 0.0 0.0 0.064
N -5.706931 0.013836 -0.463857 0.3 -0.1 -0.1 -0.144
N 5.263945 0.026371 0.448820 0.2 0.0 -0.1 -0.089
C 2.849675 4.314613 1.568868 0.0 -0.1 0.1 -0.092
C -2.850214 -3.571450 1.336894 0.0 0.0 0.2 -0.272
C 6.065081 0.364693 -0.720910 -0.1 -0.2 0.1 -0.136
C -6.551113 -0.466180 0.520040 0.1 0.1 -0.1 -0.403
C -2.289972 1.909957 -0.454741 0.4 0.8 0.2 -0.643
C 1.927417 1.599364 0.085714 -0.1 0.1 0.0 -0.100
C 1.111400 0.471090 -0.088806 0.0 0.2 0.0 -0.035
C 1.715580 5.171181 1.097833 -0.1 0.1 0.0 -0.081
C 2.199827 4.044232 0.243086 -0.1 -0.1 0.0 -0.263
C 1.667615 -0.807987 -0.073735 -0.1 -0.2 0.0 0.107
C -1.861009 -3.601359 -1.461834 0.1 0.0 -0.1 -0.277
C -7.794081 0.023072 -1.292244 -0.2 -0.1 0.1 -0.069
C -0.317727 0.632371 -0.308891 0.2 0.2 0.0 -0.290
C -7.834776 -0.465682 0.053257 -0.2 0.0 -0.1 -0.069
C 7.174181 -0.897682 1.612384 0.0 0.0 0.0 -0.077
C 0.027591 3.022609 -0.111209 0.0 0.1 0.0 0.059
C 3.304649 1.413592 0.267366 0.0 0.2 0.0 0.072
C -6.489311 0.305079 -1.571314 0.2 -0.1 0.1 -0.406
C 3.856100 0.151531 0.271159 0.0 0.0 0.1 -0.154
C 7.490828 0.656479 -0.302303 0.0 0.0 0.1 -0.083
C -6.000233 -0.923583 1.836825 -0.1 0.0 -0.1 -0.055
C 3.011541 -0.951993 0.095721 0.0 0.0 0.0 -0.188
C -5.854135 0.835390 -2.820805 -0.1 0.0 0.1 -0.065
C 5.767250 -1.164520 1.116175 0.1 0.0 0.0 -0.150
C -4.810297 -3.773705 -0.927795 -0.1 0.0 0.0 -0.267
C -0.806488 1.982377 -0.300411 0.1 0.0 0.0 -0.028
H -3.609590 -3.294071 2.075427 0.1 0.0 0.0 0.002
H 8.031957 -1.344083 -0.220341 0.0 -0.1 0.0 0.182
H -6.591989 0.927092 -3.616654 0.0 0.0 0.0 0.079
H 9.005157 -0.401482 0.699363 0.0 0.1 0.1 0.185
H -8.631435 0.154676 -1.963610 0.1 0.0 0.1 0.095
H 5.141504 -1.404673 1.972768 0.0 0.0 0.0 0.151
H 1.025984 -1.670058 -0.224136 0.0 0.1 0.0 0.142
H 5.777748 -2.048403 0.462212 0.0 0.0 0.0 0.132
H 3.852211 4.722204 1.573719 0.0 0.0 0.0 0.108
H 2.750684 4.300690 -0.653341 0.0 0.0 0.0 0.156
H 6.059439 -0.447414 -1.466355 0.0 0.0 0.0 0.145
H 3.954964 2.260232 0.441257 0.0 0.0 0.0 0.120
H -5.399851 1.817483 -2.673687 0.0 0.0 0.0 0.066
H -6.700862 -0.727063 2.648345 0.0 0.0 0.0 0.078
H -4.705798 -4.857485 -0.798563 0.0 0.1 0.0 0.024
H 7.605726 -1.770581 2.096345 0.0 0.0 0.0 0.142
H -2.808513 -4.665783 1.291237 0.0 0.1 0.0 0.024
H 8.136763 0.865507 -1.150857 0.0 0.0 0.0 0.141
H -5.076063 -0.392746 2.084893 0.1 0.1 0.0 0.058
H -0.874069 -3.233836 -1.154214 -0.1 0.0 0.0 -0.010
H -8.710417 -0.784370 0.602273 0.1 0.0 -0.1 0.096
H -5.776210 -1.993874 1.843144 0.0 0.0 0.0 0.058
H 5.663973 1.249774 -1.207289 0.0 0.0 0.0 0.139
H -1.882870 -3.211329 1.707308 -0.1 0.0 0.0 0.007
H 0.768611 5.062870 1.609530 0.0 0.0 0.0 0.113
H -0.319806 4.046020 -0.106151 0.0 0.0 0.0 0.154
H -5.686238 -3.440429 -0.359734 0.1 0.0 -0.1 0.010
H -5.023951 -3.577455 -1.984100 0.0 0.0 0.1 0.016
H 7.208141 -0.044570 2.285422 0.0 0.0 0.0 0.142
H 2.635004 3.616057 2.368934 0.0 0.0 -0.1 0.118
H 7.526558 1.481951 0.403850 0.0 0.0 0.0 0.141
H -1.993460 -3.340305 -2.517369 0.0 0.0 0.1 0.012
H -5.076573 0.163166 -3.209306 0.1 0.0 0.0 0.061
H -1.855215 -4.694645 -1.385441 0.0 0.1 0.0 0.022
H 1.925109 6.172638 0.750186 0.0 0.0 0.0 0.114
```
Forces are in eV/Å.

Computed properties:
Total charge: +1
HOMO-LUMO gap in eV: 4.55
Energy above the lowest of the compared OMol25 structures with the same formula, charge and spin in kcal/mol: 3.4
Largest force on an atom in hartree/bohr: 0.040
Total energy in eV: -83843.4500



# C29H23HfN7O3

A molecular structure, C29H23HfN7O3 in a non-equilibrium geometry (ωB97M-V/def2-TZVPD, the Open Molecules 2025 dataset).

XYZ file:
```
63
Properties=species:S:1:pos:R:3:forces:R:3:lowdin_charge:R:1
Hf 0.156864 -0.032869 -0.379537 1.9 0.4 2.0 1.616
O 3.439927 -3.291832 -0.316435 -0.1 0.2 -0.5 -0.062
O 1.272300 -1.523003 -0.538932 1.2 -2.5 -0.7 -0.207
O -1.521708 0.825439 -0.030121 -2.4 0.8 0.7 -0.171
N -2.258469 -0.377303 -1.826410 -1.4 0.5 -0.6 0.091
N 0.502414 -1.507503 3.957653 -0.4 -0.4 -0.3 0.161
N -1.115733 -1.097788 -1.621433 -0.4 -1.0 -0.8 -0.152
N 0.392469 -0.372028 1.923205 0.4 0.5 0.0 0.040
N 1.147768 1.662833 0.440016 0.3 1.6 -0.7 -0.130
N 1.460256 1.714345 1.734547 0.6 0.5 1.5 0.099
N 0.596433 1.287875 -2.100230 0.2 0.8 -0.3 -0.003
C -5.664529 2.043182 -2.155141 0.0 0.0 0.0 -0.054
C 1.247848 -0.520669 4.586365 0.6 1.0 -0.1 -0.157
C 2.448643 -3.467695 -1.239924 -0.3 0.3 0.2 -0.206
C 2.418740 0.369954 6.469208 -0.1 -0.1 -0.2 -0.019
C 1.070044 2.737283 -0.272982 0.4 -0.1 0.8 0.009
C 0.449329 -4.049125 -3.089841 -0.1 0.3 0.1 -0.015
C 1.157597 0.668648 2.451961 -0.1 0.6 -0.4 -0.245
C -2.408393 0.608550 -0.981439 -0.9 -0.9 -1.0 -0.401
C 1.665326 -0.643134 5.906444 -0.1 0.0 0.0 0.013
C -5.921937 2.963914 -1.148195 0.1 0.0 0.0 -0.048
C 1.585798 0.620854 3.827840 -0.1 -0.5 0.5 -0.076
C 0.107606 -1.390143 2.695997 -0.1 -0.4 0.2 -0.093
C 0.505100 3.396352 -3.919912 0.0 -0.5 0.0 0.014
C -3.600072 1.440293 -1.077922 -0.3 0.4 0.2 -0.160
C 3.034563 -3.184762 1.033491 0.0 0.1 0.4 -0.064
C 2.592136 -4.511945 -2.142710 -0.2 0.2 0.1 0.054
C 2.744561 1.511494 5.734462 0.0 0.0 -0.1 -0.027
C -0.896750 -2.155769 -2.346890 -0.3 0.1 0.0 -0.007
C -5.022336 3.122801 -0.104430 -0.1 0.0 0.0 -0.058
C 1.597456 -4.802505 -3.067936 0.0 0.0 0.1 -0.039
C 0.340466 2.081989 -4.341064 0.1 0.2 0.2 0.012
C 0.390967 1.061747 -3.398725 0.0 -0.1 -0.4 -0.063
C -4.512461 1.282238 -2.128236 0.2 0.0 0.1 -0.015
C 0.774723 2.568575 -1.681946 0.0 0.5 -1.0 -0.227
C 0.718860 3.642714 -2.571330 0.0 -0.4 0.5 0.041
C 1.330544 -2.604867 -1.319297 0.7 -1.6 -0.6 -0.208
C -3.864349 2.372420 -0.070050 0.2 -0.3 -0.2 -0.019
C 2.327847 1.646694 4.428587 -0.1 -0.3 0.0 0.016
C 0.296412 -2.930387 -2.245953 0.6 -0.1 0.3 -0.136
H 0.845906 4.650203 -2.208169 0.1 0.1 0.1 0.133
H 1.718554 -5.639746 -3.735849 0.0 -0.1 -0.1 0.122
H 1.398595 -1.518629 6.482696 0.0 -0.1 0.0 0.127
H 2.265983 -3.929226 1.268805 0.1 0.0 0.0 0.106
H 3.489938 -5.106560 -2.082904 0.1 -0.1 0.0 0.139
H -4.303462 0.560926 -2.903365 0.0 0.0 0.0 0.111
H -6.376397 1.907318 -2.954944 0.0 0.0 -0.1 0.114
H -5.229515 3.817247 0.693263 0.0 0.1 0.1 0.112
H 2.752211 0.279299 7.491354 0.0 0.0 0.1 0.126
H 1.247424 3.724944 0.144957 0.0 -0.1 0.1 0.157
H 2.654136 -2.181344 1.259568 0.1 -0.2 0.0 0.064
H -0.354601 -4.307303 -3.759189 -0.1 0.0 -0.2 0.122
H 0.179555 1.850024 -5.383569 0.0 -0.1 0.0 0.129
H 3.923416 -3.380078 1.631434 -0.1 0.0 0.0 0.105
H -3.157846 2.479930 0.738521 0.0 0.0 0.1 0.111
H 0.488504 4.206640 -4.633927 -0.1 0.1 0.0 0.134
H 2.558286 2.525960 3.852169 0.1 0.1 -0.1 0.120
H 0.252705 -2.329440 4.500723 -0.1 0.1 -0.3 0.184
H -0.493453 -2.193051 2.278652 0.1 0.0 0.2 0.162
H 0.300349 0.020854 -3.701616 -0.1 0.2 0.1 0.127
H -6.820966 3.559762 -1.178579 -0.1 0.0 0.0 0.116
H -1.656330 -2.456615 -3.067458 0.0 0.1 0.1 0.153
H 3.330746 2.292020 6.194670 0.0 0.1 0.0 0.123
```
Forces are in eV/Å.

Computed properties:
Total charge: +2
HOMO-LUMO gap in eV: 6.17
Energy above the lowest of the compared OMol25 structures with the same formula, charge and spin in kcal/mol: 32.6
Largest force on an atom in hartree/bohr: 0.055
Total energy in eV: -48315.7678



# C30H29MgN3O4S4

A molecular structure, C30H29MgN3O4S4 (ωB97M-V/def2-TZVPD, the Open Molecules 2025 dataset).

XYZ file:
```
71
Properties=species:S:1:pos:R:3:forces:R:3:lowdin_charge:R:1
S -0.706774 2.202563 -4.587889 -0.1 0.0 0.0 0.911
S -0.559105 2.528723 -1.616699 0.0 0.0 0.0 0.474
S 1.404482 -0.327609 -1.726213 -0.1 0.1 -0.1 0.499
S 0.942039 -0.184269 -4.683291 -0.1 -0.1 0.0 0.917
Mg -0.391715 0.489937 -0.140998 0.1 0.2 -0.6 0.377
O 1.278637 -1.868809 1.706901 0.0 0.0 0.0 -0.155
O -0.078728 0.961083 -6.832535 -0.2 -0.1 0.0 -0.133
O 0.465691 1.664528 3.888533 0.1 0.1 0.1 -0.012
O -3.695577 -2.306645 -0.128031 0.0 0.0 -0.1 -0.015
N 0.513876 1.569751 1.560324 0.0 -0.1 0.2 0.045
N -2.040433 -0.855902 -0.908489 -0.2 -0.2 0.1 0.064
N -1.418364 -0.207625 1.562435 -0.1 -0.1 0.3 0.110
C -3.052782 -0.441286 -3.092410 0.0 0.1 -0.1 -0.212
C 1.396762 2.677004 1.481683 -0.1 -0.2 -0.1 -0.203
C -2.480180 -1.359065 3.795242 0.0 0.0 0.0 -0.059
C -0.971922 0.157580 2.762596 0.1 0.1 -0.3 -0.173
C -1.715965 -2.432113 -2.739889 0.0 -0.1 0.0 -0.209
C -2.778472 -1.477123 0.002872 0.2 0.0 0.2 -0.508
C 3.088545 -3.373952 1.712508 0.0 0.0 0.0 -0.168
C -0.097967 1.617857 -3.044007 0.0 0.0 0.2 -1.162
C -0.943738 -3.328827 -1.814291 0.0 0.0 0.0 -0.047
C -1.886498 -2.765681 -4.078469 0.0 0.0 0.0 -0.076
C 3.397485 -2.225932 2.671123 0.0 0.0 0.0 -0.167
C 0.874791 3.967010 1.647413 0.0 0.1 0.0 -0.214
C 1.713405 5.064207 1.525097 0.0 0.0 0.0 -0.070
C -3.718194 0.787988 -2.541109 0.0 0.0 0.0 -0.052
C -0.590068 4.141741 1.929247 0.0 0.0 0.0 -0.042
C 0.669613 0.509953 -3.089748 0.0 -0.1 0.2 -1.145
C 2.745408 2.503671 1.169244 0.0 0.0 0.0 -0.192
C 3.563495 3.626249 1.051580 0.0 0.0 0.0 -0.072
C -1.480846 -0.401274 3.919573 -0.1 -0.1 0.0 -0.010
C -2.943539 -1.725729 2.540204 0.0 0.0 0.1 -0.005
C -2.614959 -1.949477 -4.931738 0.0 0.0 0.1 -0.113
C 3.333219 1.136086 0.950405 0.0 0.0 0.0 -0.059
C -2.376104 -1.120092 1.430979 0.2 0.2 -0.2 -0.155
C 0.110779 1.232121 2.778985 -0.2 -0.1 -0.1 -0.526
C -3.201071 -0.797924 -4.429597 0.0 0.0 0.0 -0.071
C 1.999698 -2.755996 0.845931 -0.1 0.0 0.0 -0.208
C -2.285386 -1.250958 -2.253781 0.1 0.1 0.2 -0.202
C 2.010040 -1.646761 2.914202 -0.1 0.0 -0.1 -0.200
C 0.001150 0.967652 -5.618887 0.3 0.2 -0.1 -1.067
C 3.062045 4.902552 1.229831 -0.1 0.0 0.0 -0.115
H 2.012599 -0.580271 3.140226 0.0 0.0 0.0 0.108
H -1.086113 -0.069006 4.869085 0.0 0.0 0.0 0.108
H -4.456125 0.510250 -1.783038 0.0 0.0 0.0 0.079
H 1.295726 -3.482581 0.438538 0.0 0.0 0.0 0.114
H -4.225415 1.339043 -3.335895 0.0 0.0 0.0 0.069
H 4.609439 3.483340 0.796853 0.0 0.0 0.0 0.100
H -3.768793 -0.145235 -5.084732 0.0 0.0 0.0 0.099
H -0.104163 -2.785836 -1.375401 0.0 0.0 0.0 0.030
H 3.948456 -3.697873 1.124905 0.0 0.0 0.0 0.107
H -1.585627 -3.687590 -1.005426 0.0 0.0 0.0 0.076
H 3.884094 -2.542511 3.595119 0.0 0.0 0.0 0.105
H 2.702019 -4.234722 2.265479 0.0 0.0 0.0 0.107
H -3.719730 -2.460188 2.379462 0.0 0.0 0.0 0.107
H -1.187562 3.594869 1.197053 0.0 0.0 0.0 0.063
H -0.846148 3.753933 2.918976 0.0 0.0 0.0 0.075
H 4.086152 0.921203 1.716229 0.0 0.0 0.0 0.075
H 3.706243 5.766655 1.114812 0.0 0.0 0.0 0.082
H 2.566905 0.366130 0.983663 0.0 0.0 0.0 0.029
H -2.986185 1.449038 -2.073734 0.0 0.0 0.0 0.016
H -2.898611 -1.821580 4.682818 0.0 0.0 0.0 0.095
H 2.423414 -2.189142 0.012449 0.0 0.0 0.0 0.072
H -2.710132 -2.198466 -5.982074 0.0 0.0 0.0 0.088
H 3.804910 1.065622 -0.031858 0.0 0.0 0.0 0.073
H 4.031834 -1.486601 2.179425 0.0 0.0 0.0 0.099
H 1.295931 6.059587 1.637687 0.0 0.0 0.0 0.094
H -0.555532 -4.192484 -2.359384 0.0 0.0 0.0 0.069
H 1.505093 -2.169177 3.735872 0.0 0.0 0.0 0.118
H -1.417458 -3.667773 -4.458314 0.0 0.0 0.0 0.095
H -0.867995 5.196157 1.882368 0.0 0.0 0.0 0.068
```
Forces are in eV/Å.

Computed properties:
Total charge: -2
HOMO-LUMO gap in eV: 5.61
Energy above the lowest of the compared OMol25 structures with the same formula, charge and spin in kcal/mol: 0.0
Largest force on an atom in hartree/bohr: 0.012
Total energy in eV: -93035.1383



# C18H15BrCl3GeMnSe3SiTe

A molecular structure, C18H15BrCl3GeMnSe3SiTe (ωB97M-V/def2-TZVPD, the Open Molecules 2025 dataset).

XYZ file:
```
44
Properties=species:S:1:pos:R:3:forces:R:3:lowdin_charge:R:1
Te 1.233795 3.447419 2.699230 -0.2 0.0 -0.2 0.169
Br -1.426404 -1.755864 4.421741 0.1 -0.1 0.0 -0.151
Se -1.348266 3.582285 2.724436 0.2 -0.2 0.1 -0.234
Se -1.945953 1.407881 3.399157 0.1 0.2 -0.2 -0.085
Se 1.775565 1.584970 4.230868 -0.1 -0.2 0.2 -0.242
Ge -0.090995 -0.003508 0.558348 0.1 0.0 0.2 0.881
Mn 0.048071 -0.097372 3.170670 0.0 -0.1 -0.1 -0.372
Cl 2.115600 -3.161687 4.380084 0.0 0.0 0.1 0.079
Cl 1.632338 -3.331052 1.165074 -0.1 0.0 0.0 0.161
Cl 3.827610 -1.260681 2.419875 0.1 -0.1 0.0 0.151
Si 1.842960 -1.900250 2.711633 -0.1 0.2 0.0 -0.650
C -0.139253 2.567029 -0.916212 0.0 0.0 0.0 -0.132
C -1.782526 -2.436377 0.590873 0.0 0.0 0.0 -0.130
C 2.718075 0.669571 0.079771 0.0 0.0 -0.1 -0.193
C -2.611124 -3.405275 0.038981 0.0 0.0 0.0 -0.096
C -2.891219 2.855534 -0.841555 0.0 0.0 0.0 -0.113
C 1.903397 -0.998710 -1.424116 0.0 0.0 0.0 -0.134
C -2.117033 3.817984 -1.475676 0.0 0.0 0.0 -0.124
C -0.738038 3.671423 -1.510108 0.0 0.0 0.0 -0.109
C -2.907587 -3.382329 -1.317001 0.0 0.0 0.0 -0.123
C -1.558622 -1.407743 -1.557976 0.0 0.0 0.0 -0.132
C 3.956850 0.636495 -0.546331 0.0 0.0 0.0 -0.119
C -2.380116 -2.378533 -2.117587 0.0 0.0 0.0 -0.113
C 3.141880 -1.044814 -2.049053 0.0 0.0 0.0 -0.107
C -2.286539 1.758806 -0.244997 0.0 0.0 0.0 -0.170
C -1.236003 -1.427670 -0.200537 0.0 0.0 0.0 -0.314
C -0.901982 1.595132 -0.274202 0.0 0.0 0.0 -0.351
C 1.666813 -0.136566 -0.354327 -0.1 0.1 0.0 -0.345
C 4.172122 -0.221386 -1.614298 0.0 0.0 0.0 -0.117
H -2.586843 4.682961 -1.930805 0.0 0.0 0.0 0.085
H -3.968603 2.968580 -0.795296 0.0 0.0 0.0 0.092
H -3.026877 -4.177949 0.674954 0.0 0.0 0.0 0.096
H 2.575924 1.319252 0.936230 0.0 0.0 0.0 0.030
H 1.116640 -1.663315 -1.762855 0.0 0.0 0.0 0.083
H 0.940081 2.469522 -0.945778 0.0 0.0 0.0 0.085
H -2.898751 1.027098 0.270423 0.0 0.0 0.0 0.088
H -1.171945 -0.612803 -2.188099 0.0 0.0 0.0 0.101
H 5.143243 -0.262555 -2.095024 0.0 0.0 0.0 0.086
H -1.570497 -2.463003 1.653906 0.0 0.0 0.0 0.024
H -3.553706 -4.139579 -1.747615 0.0 0.0 0.0 0.085
H 3.305604 -1.733446 -2.870938 0.0 0.0 0.0 0.088
H 4.760287 1.262757 -0.176285 0.0 0.0 0.0 0.097
H -2.615322 -2.344638 -3.176006 0.0 0.0 0.0 0.087
H -0.122648 4.422404 -1.993578 0.0 0.0 0.0 0.089
```
Forces are in eV/Å.

Computed properties:
Total charge: -2
HOMO-LUMO gap (alpha / beta) in eV: 5.43 / 5.50
Energy above the lowest of the compared OMol25 structures with the same formula, charge and spin in kcal/mol: 5.4
Largest force on an atom in hartree/bohr: 0.005
Total energy in eV: -425575.4006
Multiplicity: 5